one.
C2H5NO2 | wB97M-V/def2-TZVPD

```
10
Properties=species:S:1:pos:R:3:nbo_charge:R:1
C 1.3840 -0.2061 -0.0191 -0.7056
C 0.0068 0.3991 -0.0620 0.6310
H 1.8740 0.0997 0.9078 0.2430
H 1.9645 0.1985 -0.8550 0.2478
H 1.3688 -1.2958 -0.0810 0.2166
H -0.9717 -1.3901 0.2738 0.3822
H -2.0888 1.0168 0.0632 0.4896
N -1.0280 -0.4843 -0.1760 -0.3217
O -0.2158 1.6011 -0.0482 -0.6316
O -2.2938 0.0612 -0.0034 -0.5513
```

two.
C2H5NO2 | wB97M-V/def2-TZVPD

```
10
Properties=species:S:1:pos:R:3:nbo_charge:R:1
N 2.0552 -0.0481 0.0381 -0.8093
C 0.8969 0.1025 -0.5963 0.2835
O -0.0384 -0.4948 0.1806 -0.5665
C -1.3659 -0.2332 -0.2409 0.2323
O -1.7703 1.0367 0.1557 -0.7073
H 2.1547 -0.5563 0.9145 0.3795
H 2.8943 0.3122 -0.3837 0.3988
H -1.4247 -0.2609 -1.3298 0.1726
H -1.9728 -1.0337 0.2081 0.1454
H -1.4291 1.1755 1.0537 0.4709
```

three.
C2H5NO2 | wB97M-V/def2-TZVPD

```
10
Properties=species:S:1:pos:R:3:nbo_charge:R:1
C 0.4371 -0.5437 0.1589 -0.3687
C -0.7932 0.3047 0.0018 0.7942
H 1.5190 1.1520 0.5186 0.3568
H 2.3611 -0.2461 -0.3640 0.3493
H 0.0958 -1.3932 -0.4111 0.2186
H 0.4631 -0.9637 1.2742 0.2018
H -2.6771 0.3436 -0.4410 0.4911
N 1.3585 0.3357 -0.4959 -0.7607
O -0.8084 1.4453 0.0131 -0.5646
O -1.9559 -0.4346 -0.2548 -0.7177
```

four.
C2H5NO2 | wB97M-V/def2-TZVPD

```
10
Properties=species:S:1:pos:R:3:nbo_charge:R:1
C 1.4033 -0.0410 0.0486 0.8028
C -0.2826 -0.8249 -0.1609 -0.3052
N -1.1801 0.3655 0.0488 -0.8784
O 2.3198 -0.7819 0.1507 -0.5681
O 1.4660 1.2931 -0.1181 -0.7126
H -0.4157 -1.6035 0.6239 0.2034
H -0.3627 -1.0168 -1.1697 0.2018
H -1.3520 0.5374 1.0259 0.3564
H -2.1627 0.2093 -0.3066 0.3636
H 0.5667 1.8629 -0.1427 0.5364
```

one (7.9 kJ/mol below the next structure)